A cluster of 13 separate species, C22H61IN3O14 in total, computed with ωB97M-V with the def2-TZVPD basis set.

Bonds (Å) are listed after each position.
CARTESIAN COORDINATES (ANGSTROEM)
1 N -2.777 -0.561 0.805  C2 1.488, H17 1.030, H18 1.033
2 C -2.614 0.626 -0.078  N1 1.488, O3 1.283, C4 1.621
3 O -3.166 0.671 -1.235  C2 1.283
4 C -1.773 1.926 0.402  C2 1.621, C5 1.613, H19 1.151, H20 1.151
5 C -0.446 1.550 1.239  C4 1.613, C6 1.619, H21 1.157, H22 1.156
6 C 0.823 1.326 0.260  C5 1.619, N7 1.460, C12 1.540
7 N 0.675 0.908 -1.131  C6 1.460, C8 1.460, H23 1.036
8 C 1.809 0.661 -2.016  N7 1.460, N9 1.484, C10 1.556
9 N 1.627 0.195 -3.413  C8 1.484, H24 1.032, H25 1.032
10 C 3.281 0.826 -1.540  C8 1.556, C11 1.551, H26 1.137
11 C 3.520 1.277 -0.075  C10 1.551, C12 1.583, H27 1.154
12 C 2.242 1.521 0.825  C6 1.540, C11 1.583, C13 1.622
13 C 2.567 1.939 2.359  C12 1.622, C14 1.630, H28 1.150, H29 1.151
14 C 3.455 0.697 2.929  C13 1.630, O15 1.258, I16 2.169
15 O 2.829 -0.384 3.071  C14 1.258
16 I 5.573 0.812 3.384  C14 2.169
17 H -2.133 -1.292 0.470  N1 1.030
18 H -2.524 -0.260 1.759  N1 1.033
19 H -1.436 2.560 -0.498  C4 1.151
20 H -2.476 2.536 1.080  C4 1.151
21 H -0.225 2.459 1.920  C5 1.157
22 H -0.599 0.651 1.950  C5 1.156
23 H -0.256 0.748 -1.558  N7 1.036
24 H 2.288 -0.567 -3.629  N9 1.032
25 H 0.663 -0.168 -3.449  N9 1.032
26 H 4.199 0.646 -2.187  C10 1.137
27 H 4.564 1.429 0.395  C11 1.154
28 H 1.615 1.989 3.003  C13 1.150
29 H 3.154 2.930 2.374  C13 1.151
30 C -6.378 1.956 -0.461  O31 1.421, H32 1.090, H33 1.092, H34 1.092
31 O -5.218 2.024 0.357  C30 1.421, H35 0.967
32 H -7.194 2.477 0.040  C30 1.090
33 H -6.177 2.436 -1.421  C30 1.092
34 H -6.655 0.911 -0.617  C30 1.092
35 H -4.511 1.557 -0.109  O31 0.967
36 C -4.724 3.080 3.823  O37 1.419, H38 1.091, H39 1.093, H40 1.094
37 O -4.587 3.700 2.555  C36 1.419, H41 0.970
38 H -4.530 3.820 4.600  C36 1.091
39 H -5.740 2.693 3.937  C36 1.093
40 H -4.002 2.263 3.914  C36 1.094
41 H -4.764 3.022 1.883  O37 0.970
42 C -6.197 0.318 -3.654  O43 1.418, H44 1.090, H45 1.093, H46 1.093
43 O -7.447 -0.351 -3.700  C42 1.418, H47 0.966
44 H -6.363 1.353 -3.356  C42 1.090
45 H -5.547 -0.170 -2.922  C42 1.093
46 H -5.731 0.296 -4.642  C42 1.093
47 H -7.271 -1.264 -3.966  O43 0.966
48 C 1.185 3.300 -5.658  O49 1.420, H50 1.090, H51 1.093, H52 1.093
49 O 1.869 3.434 -4.420  C48 1.420, H53 0.967
50 H 1.537 4.075 -6.339  C48 1.090
51 H 1.394 2.318 -6.089  C48 1.093
52 H 0.110 3.418 -5.500  C48 1.093
53 H 1.540 2.738 -3.836  O49 0.967
54 C 4.637 -2.297 -0.381  O55 1.421, H56 1.091, H57 1.092, H58 1.093
55 O 5.371 -1.443 -1.247  C54 1.421, H59 0.967
56 H 3.621 -2.400 -0.766  C54 1.091
57 H 5.111 -3.280 -0.344  C54 1.092
58 H 4.600 -1.863 0.622  C54 1.093
59 H 6.264 -1.369 -0.884  O55 0.967
60 C -6.729 -4.213 -3.350  O61 1.423, H62 1.091, H63 1.089, H64 1.094
61 O -6.593 -3.594 -4.624  C60 1.423, H65 0.965
62 H -6.535 -3.471 -2.575  C60 1.091
63 H -7.741 -4.598 -3.236  C60 1.089
64 H -6.006 -5.029 -3.260  C60 1.094
65 H -6.769 -4.270 -5.290  O61 0.965
66 C -2.820 4.912 -1.965  O67 1.421, H68 1.091, H69 1.092, H70 1.093
67 O -2.649 4.937 -0.554  C66 1.421, H71 0.966
68 H -2.884 3.873 -2.293  C66 1.091
69 H -3.742 5.433 -2.233  C66 1.092
70 H -1.966 5.392 -2.449  C66 1.093
71 H -2.596 5.865 -0.290  O67 0.966
72 C 7.565 -2.832 3.392  O73 1.422, H74 1.090, H75 1.093, H76 1.093
73 O 7.825 -1.991 2.276  C72 1.422, H77 0.966
74 H 7.907 -3.841 3.160  C72 1.090
75 H 8.104 -2.459 4.266  C72 1.093
76 H 6.491 -2.852 3.594  C72 1.093
77 H 7.514 -1.106 2.507  O73 0.966
78 C 10.110 -5.843 2.117  O79 1.419, H80 1.090, H81 1.093, H82 1.093
79 O 10.399 -5.309 3.399  C78 1.419, H83 0.966
80 H 9.566 -6.781 2.238  C78 1.090
81 H 9.493 -5.137 1.555  C78 1.093
82 H 11.043 -6.033 1.580  C78 1.093
83 H 10.879 -4.482 3.261  O79 0.966
84 C -9.401 -5.577 -0.929  O85 1.421, H86 1.090, H87 1.093, H88 1.093
85 O -9.211 -4.403 -1.706  C84 1.421, H89 0.966
86 H -9.508 -6.429 -1.601  C84 1.090
87 H -8.534 -5.735 -0.281  C84 1.093
88 H -10.305 -5.477 -0.325  C84 1.093
89 H -9.119 -3.665 -1.088  O85 0.966
90 C 7.232 3.474 0.427  O91 1.422, H92 1.091, H93 1.092, H94 1.092
91 O 5.825 3.409 0.627  C90 1.422, H95 0.966
92 H 7.630 2.460 0.390  C90 1.091
93 H 7.446 3.982 -0.516  C90 1.092
94 H 7.696 4.014 1.256  C90 1.092
95 H 5.498 4.317 0.657  O91 0.966
96 C 1.266 -1.602 5.556  O97 1.421, H98 1.091, H99 1.093, H100 1.091
97 O 0.017 -2.278 5.513  C96 1.421, H101 0.966
98 H 1.096 -0.566 5.851  C96 1.091
99 H 1.920 -2.083 6.288  C96 1.093
100 H 1.730 -1.625 4.569  C96 1.091
101 H 0.195 -3.190 5.251  O97 0.966

Values from the calculation:
Highest occupied orbital energy: -11.41 eV
Charge: +1

---

A cluster of 14 separate species, C22H62BO30 in total, computed with ωB97M-V with the def2-TZVPD basis set.

Bonds (Å) are listed after each position.
CARTESIAN COORDINATES (ANGSTROEM)
1 O 0.045 -1.688 -3.530  C2 1.196
2 C 0.175 -1.099 -2.498  O1 1.196, O3 1.322, C6 1.541
3 O -0.781 -0.890 -1.609  C2 1.322, B4 1.444
4 B -0.337 0.048 -0.605  O3 1.444, O5 1.489, O8 1.458, O12 1.495
5 O 1.145 -0.033 -0.724  B4 1.489, C6 1.309
6 C 1.467 -0.510 -1.900  C2 1.541, O5 1.309, O7 1.200
7 O 2.577 -0.593 -2.349  C6 1.200
8 O -0.748 -0.329 0.743  B4 1.458, C9 1.329
9 C -1.315 0.684 1.391  O8 1.329, O10 1.195, C11 1.522
10 O -1.574 0.706 2.558  C9 1.195
11 C -1.388 1.809 0.369  C9 1.522, O12 1.283, O13 1.210
12 O -0.873 1.437 -0.745  B4 1.495, C11 1.283
13 O -1.894 2.887 0.587  C11 1.210
14 O 0.696 -1.800 3.102  H15 0.962, H16 0.977
15 H 0.910 -1.113 3.741  O14 0.962
16 H -0.265 -1.703 2.951  O14 0.977
17 O 0.716 4.763 -0.008  H18 0.964, H19 0.976
18 H 0.058 4.063 0.061  O17 0.964
19 H 1.453 4.483 0.567  O17 0.976
20 O -2.213 -1.987 3.493  H21 0.972, H22 0.966
21 H -2.087 -1.032 3.624  O20 0.972
22 H -2.667 -2.059 2.644  O20 0.966
23 O 3.168 2.672 -1.735  H24 0.963, H25 0.970
24 H 2.299 2.654 -2.148  O23 0.963
25 H 3.132 1.992 -1.044  O23 0.970
26 C 6.286 -0.494 0.793  C27 1.523, O29 1.422, H30 1.096, H31 1.097
27 C 5.452 -0.222 -0.452  C26 1.523, O28 1.422, H32 1.096, H33 1.088
28 O 4.467 0.752 -0.132  C27 1.422, H34 0.965
29 O 7.116 0.638 1.019  C26 1.422, H35 0.955
30 H 6.927 -1.380 0.708  C26 1.096
31 H 5.682 -0.644 1.695  C26 1.097
32 H 4.960 -1.149 -0.769  C27 1.096
33 H 6.158 0.053 -1.233  C27 1.088
34 H 3.996 0.300 0.579  O28 0.965
35 H 7.977 0.501 1.407  O29 0.955
36 C 3.068 -4.843 -1.589  C37 1.519, O39 1.441, H40 1.086, H41 1.092
37 C 4.064 -4.872 -2.736  C36 1.519, O38 1.451, H42 1.094, H43 1.088
38 O 4.874 -6.069 -2.607  C37 1.451, H44 0.958
39 O 2.327 -6.079 -1.588  C36 1.441, H45 0.962
40 H 2.447 -3.955 -1.661  C36 1.086
41 H 3.612 -4.895 -0.644  C36 1.092
42 H 4.787 -4.072 -2.555  C37 1.094
43 H 3.620 -4.747 -3.720  C37 1.088
44 H 5.761 -5.797 -2.847  O38 0.958
45 H 2.962 -6.801 -1.537  O39 0.962
46 C -3.504 4.950 3.149  C47 1.532, O49 1.401, H50 1.094, H51 1.099
47 C -4.214 3.660 2.728  C46 1.532, O48 1.454, H52 1.099, H53 1.088
48 O -5.638 3.928 2.846  C47 1.454, H54 0.963
49 O -2.183 4.714 3.549  C46 1.401, H55 0.964
50 H -4.039 5.555 3.889  C46 1.094
51 H -3.485 5.530 2.216  C46 1.099
52 H -3.964 2.930 3.510  C47 1.099
53 H -4.013 3.253 1.739  C47 1.088
54 H -6.077 3.115 2.573  O48 0.963
55 H -2.195 4.423 4.468  O49 0.964
56 C -3.021 3.172 -2.404  C57 1.512, O59 1.442, H60 1.094, H61 1.089
57 C -4.505 3.090 -2.128  C56 1.512, O58 1.427, H62 1.098, H63 1.091
58 O -5.114 2.268 -3.123  C57 1.427, H64 0.954
59 O -2.755 3.622 -3.748  C56 1.442, H65 0.960
60 H -2.610 2.159 -2.439  C56 1.094
61 H -2.455 3.717 -1.650  C56 1.089
62 H -5.018 4.052 -2.256  C57 1.098
63 H -4.713 2.810 -1.094  C57 1.091
64 H -5.567 2.806 -3.769  O58 0.954
65 H -1.800 3.675 -3.832  O59 0.960
66 C -3.436 2.032 6.787  C67 1.510, O69 1.457, H70 1.091, H71 1.093
67 C -3.499 0.936 5.750  C66 1.510, O68 1.403, H72 1.093, H73 1.097
68 O -2.220 0.653 5.246  C67 1.403, H74 0.969
69 O -2.980 3.263 6.155  C66 1.457, H75 0.960
70 H -2.773 1.720 7.595  C66 1.091
71 H -4.420 2.300 7.179  C66 1.093
72 H -4.259 1.153 4.994  C67 1.093
73 H -3.841 0.089 6.358  C67 1.097
74 H -2.035 1.367 4.618  O68 0.969
75 H -3.443 3.982 6.591  O69 0.960
76 C 4.052 -1.243 -4.953  C77 1.519, O79 1.438, H80 1.091, H81 1.096
77 C 5.130 -1.602 -5.961  C76 1.519, O78 1.421, H82 1.085, H83 1.098
78 O 4.729 -1.205 -7.266  C77 1.421, H84 0.964
79 O 3.824 0.175 -4.890  C76 1.438, H85 0.968
80 H 4.252 -1.525 -3.918  C76 1.091
81 H 3.109 -1.749 -5.187  C76 1.096
82 H 5.340 -2.667 -5.959  C77 1.085
83 H 5.947 -0.914 -5.707  C77 1.098
84 H 4.242 -0.375 -7.203  O78 0.964
85 H 3.333 0.384 -4.082  O79 0.968
86 C -0.975 -4.987 -0.896  C87 1.548, O89 1.409, H90 1.094, H91 1.093
87 C -0.206 -4.782 0.432  C86 1.548, O88 1.451, H92 1.090, H93 1.086
88 O -0.623 -3.466 0.876  C87 1.451, H94 0.964
89 O -0.337 -5.875 -1.785  C86 1.409, H95 0.985
90 H -1.083 -4.043 -1.440  C86 1.094
91 H -1.981 -5.309 -0.617  C86 1.093
92 H 0.853 -4.636 0.216  C87 1.090
93 H -0.462 -5.466 1.235  C87 1.086
94 H 0.043 -2.987 1.383  O88 0.964
95 H 0.643 -5.789 -1.738  O89 0.985
96 C -3.994 -1.563 -2.382  C97 1.509, O99 1.431, H100 1.096, H101 1.091
97 C -4.856 -2.705 -2.860  C96 1.509, O98 1.428, H102 1.096, H103 1.095
98 O -4.721 -2.922 -4.265  C97 1.428, H104 0.965
99 O -4.196 -1.270 -0.997  C96 1.431, H105 0.964
100 H -4.202 -0.668 -2.980  C96 1.096
101 H -2.934 -1.773 -2.537  C96 1.091
102 H -5.922 -2.462 -2.775  C97 1.096
103 H -4.706 -3.641 -2.314  C97 1.095
104 H -3.783 -2.953 -4.490  O98 0.965
105 H -5.154 -1.264 -0.885  O99 0.964
106 C 1.700 2.365 2.206  C107 1.534, O109 1.407, H110 1.095, H111 1.091
107 C 0.935 2.974 3.388  C106 1.534, O108 1.437, H112 1.093, H113 1.093
108 O 1.833 2.998 4.509  C107 1.437, H114 0.960
109 O 2.627 3.238 1.608  C106 1.407, H115 0.962
110 H 0.940 2.142 1.449  C106 1.095
111 H 2.065 1.366 2.451  C106 1.091
112 H 0.103 2.337 3.700  C107 1.093
113 H 0.415 3.929 3.263  C107 1.093
114 H 2.335 3.815 4.540  O108 0.960
115 H 3.225 3.609 2.265  O109 0.962

Values from the calculation:
Energy relative to the best compared isomer or geometry (same formula, charge and spin): 1.254 eV
Highest occupied orbital energy: -7.52 eV
Charge: -1